Record 1
{
  "formula": "C5H10O2",
  "method": "wB97M-V/def2-TZVPD",
  "smiles": "C/C=C/O.C=CO",
  "orbital_gap_ev": 9.516,
  "lumo_energy_ha": 0.0333,
  "symbols": ["H", "H", "H", "O", "C", "H", "H", "H", "H", "C", "C", "H", "H", "C", "O", "H", "C"],
  "xyz": [[-2.027, 0.086, -0.864], [-1.870, -1.541, 1.764], [-3.035, -0.244, 1.407], [0.342, -0.694, -1.470], [-1.607, -0.623, -0.154], [1.943, 0.911, 1.709], [-3.228, -1.814, 0.640], [1.214, 1.874, -2.057], [2.930, 0.066, 0.365], [-2.478, -1.084, 0.975], [-0.366, -1.056, -0.356], [0.933, 2.405, 0.072], [0.125, -1.757, 0.325], [2.194, 0.810, 0.661], [1.994, 1.628, -1.542], [1.281, -0.612, -1.253], [1.656, 1.644, -0.221]],
  "lowdin_charge": [0.1052, 0.0713, 0.0670, -0.0356, -0.1585, 0.0588, 0.0710, 0.1074, 0.0711, -0.1199, -0.2355, 0.1187, 0.1237, -0.0018, -0.0162, 0.0667, -0.2935]
}

Record 2
{
  "formula": "C5H10O2",
  "method": "wB97M-V/def2-TZVPD",
  "smiles": "C[C@H]1OCC[C@H]1O",
  "orbital_gap_ev": 10.655,
  "lumo_energy_ha": 0.0358,
  "symbols": ["H", "C", "H", "C", "O", "H", "H", "H", "H", "H", "O", "C", "H", "C", "H", "C", "H"],
  "xyz": [[1.022, 0.773, 1.201], [-0.213, -0.829, 0.522], [2.142, -1.200, -0.594], [0.773, 0.306, 0.233], [-0.362, -1.723, -0.567], [0.103, -1.422, 1.385], [-1.899, 0.849, -1.196], [1.988, 0.308, -1.531], [-1.489, 0.374, 1.786], [2.950, 0.279, -0.040], [0.019, 1.224, -0.561], [-1.376, 1.092, -0.263], [-1.775, 2.045, 0.107], [-1.496, -0.034, 0.769], [-0.037, -1.291, -1.367], [2.045, -0.109, -0.519], [-2.396, -0.641, 0.638]],
  "lowdin_charge": [0.1497, -0.3417, 0.0834, -0.3428, -0.0180, 0.1524, 0.1191, 0.0868, 0.1180, 0.0771, -0.1123, -0.1780, 0.1174, -0.1065, 0.0945, -0.0202, 0.1210]
}

Record 3
{
  "formula": "C5H10O2",
  "method": "wB97M-V/def2-TZVPD",
  "smiles": "C=C[C@@H](O)[C@@H](C)O",
  "orbital_gap_ev": 9.683,
  "lumo_energy_ha": 0.0259,
  "symbols": ["C", "H", "O", "H", "H", "H", "C", "H", "C", "H", "H", "C", "C", "H", "O", "H", "H"],
  "xyz": [[2.522, -0.165, 0.075], [0.762, 0.718, 1.177], [-1.194, 1.554, -0.141], [1.676, 0.947, -1.583], [-0.365, 1.957, -0.443], [-1.794, -0.473, 1.467], [1.546, 0.279, -0.740], [-2.173, -1.625, 0.175], [-2.123, -0.559, 0.428], [3.359, 0.357, 0.520], [2.377, -1.159, 0.478], [-1.139, 0.173, -0.483], [0.265, -0.383, -0.223], [-1.428, 0.025, -1.533], [0.476, -0.215, 1.192], [0.294, -1.454, -0.452], [-3.121, -0.126, 0.328]],
  "lowdin_charge": [0.0264, 0.0951, -0.0315, 0.1033, 0.0840, 0.0812, -0.0972, 0.0859, -0.0430, 0.0727, 0.0726, -0.3921, -0.3462, 0.1428, -0.0874, 0.1509, 0.0823]
}

Record 4
{
  "formula": "C5H10O2",
  "method": "wB97M-V/def2-TZVPD",
  "orbital_gap_ev": 9.472,
  "lumo_energy_ha": 0.0194,
  "symbols": ["C", "H", "H", "H", "C", "H", "O", "C", "H", "C", "H", "O", "H", "C", "H", "H", "H"],
  "xyz": [[-0.556, 0.005, 0.214], [-0.420, 2.005, -0.453], [3.173, -0.284, -0.018], [1.971, -0.692, -1.219], [-0.128, -1.324, -0.078], [-1.713, 1.161, 1.600], [-0.434, -1.732, -1.202], [-0.670, 1.020, -0.866], [-0.036, 0.787, -1.721], [-1.513, 0.142, 1.355], [-1.147, -0.365, 2.236], [1.263, -0.315, 0.624], [-0.032, -2.046, 0.713], [2.185, -0.068, -0.381], [-1.701, 1.075, -1.219], [2.204, 0.957, -0.690], [-2.447, -0.326, 1.106]],
  "lowdin_charge": [-0.2485, 0.1043, 0.0876, 0.0768, -0.4026, 0.0798, 0.0156, -0.0140, 0.0897, 0.0018, 0.0959, -0.1574, 0.1401, -0.1563, 0.1079, 0.0747, 0.1046]
}

Record 5
{
  "formula": "C5H10O2",
  "method": "wB97M-V/def2-TZVPD",
  "smiles": "C=CCCC=O.O",
  "orbital_gap_ev": 10.587,
  "lumo_energy_ha": 0.0235,
  "symbols": ["H", "O", "C", "H", "H", "H", "H", "H", "H", "H", "H", "O", "C", "C", "H", "C", "C"],
  "xyz": [[0.597, 1.863, -1.669], [0.470, 3.776, 0.143], [0.521, 2.576, 0.392], [-0.344, -3.141, -0.898], [-1.935, -1.302, 2.130], [1.080, -2.549, 0.181], [1.879, 0.219, -0.527], [0.754, 0.232, 0.885], [-0.988, -0.613, -1.314], [-1.113, 1.648, -0.946], [-1.349, -1.564, 0.804], [-1.480, -2.006, 1.645], [0.221, -2.229, -0.533], [-0.157, -0.941, -0.730], [0.959, 2.185, 1.356], [0.143, 1.577, -0.725], [0.744, 0.269, -0.194]],
  "lowdin_charge": [0.1039, 0.0206, -0.2548, 0.0823, 0.0422, 0.1060, 0.1572, 0.0775, 0.0781, 0.1908, -0.0370, -0.0716, -0.0266, -0.1929, 0.1273, -0.1846, -0.2184]
}

Record 6
{
  "formula": "C5H10O2",
  "method": "wB97M-V/def2-TZVPD",
  "orbital_gap_ev": 3.778,
  "lumo_energy_ha": -0.1407,
  "symbols": ["C", "O", "C", "H", "H", "C", "C", "H", "O", "H", "C", "H", "H", "H", "H", "H", "H"],
  "xyz": [[-0.921, 2.647, 1.348], [-0.725, 2.553, 0.129], [0.066, -1.806, 0.229], [0.728, -2.696, -1.693], [-1.413, -0.619, 1.166], [-0.258, -0.950, -2.169], [0.318, -1.777, -1.211], [0.616, -2.553, 0.837], [-1.042, 1.827, 2.332], [2.496, 0.713, -0.261], [-0.444, -0.584, 0.825], [-0.972, 3.714, 1.448], [-0.613, 0.033, -1.990], [-0.373, 0.334, 0.232], [0.238, -0.944, -3.097], [2.126, 0.324, 0.255], [0.172, -0.216, 1.620]],
  "lowdin_charge": [-0.5911, -0.0832, 0.0528, 0.1106, 0.0903, 0.1648, -0.1094, 0.1359, -0.1153, 0.0583, -0.1100, 0.0915, 0.0728, 0.0509, 0.0675, 0.0264, 0.0876]
}

Record 7
{
  "formula": "C5H10O2",
  "method": "wB97M-V/def2-TZVPD",
  "smiles": "C[C@@H]1[C@H](O)C[C@@H]1O",
  "orbital_gap_ev": 10.567,
  "lumo_energy_ha": 0.0300,
  "symbols": ["H", "H", "C", "O", "C", "H", "H", "C", "H", "C", "C", "H", "H", "O", "H", "H", "H"],
  "xyz": [[0.894, 1.193, -2.260], [0.890, -0.574, -2.233], [0.673, 0.277, -0.293], [-1.522, 1.268, 0.402], [0.015, -0.180, 1.693], [1.730, 0.468, -0.071], [-0.633, 0.331, -2.035], [0.434, 0.322, -1.789], [0.911, -0.099, 2.315], [0.264, -1.018, 0.431], [-0.181, 1.049, 0.763], [-0.841, -0.468, 2.310], [-1.897, 0.392, 0.222], [-1.006, -1.486, -0.021], [0.209, 2.012, 1.108], [-0.938, -1.649, -0.973], [0.999, -1.836, 0.432]],
  "lowdin_charge": [0.0795, 0.0852, -0.2680, -0.0230, -0.0592, 0.1457, 0.0782, -0.0550, 0.1176, -0.3318, -0.3152, 0.1218, 0.0807, -0.0364, 0.1421, 0.0938, 0.1441]
}

Record 8
{
  "formula": "C5H10O2",
  "method": "wB97M-V/def2-TZVPD",
  "multiplicity": 3,
  "orbital_gap_ev": [6.023, 8.260],
  "lumo_energy_ha": [0.0333, -0.0767],
  "symbols": ["H", "H", "C", "C", "H", "H", "O", "C", "H", "H", "C", "H", "H", "C", "H", "O", "H"],
  "xyz": [[-2.772, 0.528, -0.830], [-0.738, -1.491, -1.131], [1.092, -1.461, 0.811], [2.184, 0.646, 0.068], [0.213, -1.509, 1.452], [1.985, -1.592, 1.415], [-0.580, -0.638, -1.556], [-2.326, 1.032, 0.033], [1.042, -2.278, 0.091], [3.106, 0.369, 0.550], [-0.175, 0.266, -0.566], [2.177, 1.592, -0.446], [-0.051, 1.225, -1.093], [1.122, -0.139, 0.106], [-3.009, 0.991, 0.879], [-1.145, 0.384, 0.448], [-2.124, 2.076, -0.229]],
  "lowdin_charge": [0.0883, 0.0984, -0.0331, 0.0489, 0.0850, 0.0762, 0.0205, -0.0911, 0.0816, 0.0603, -0.4210, 0.0631, 0.1541, -0.2823, 0.0891, -0.1286, 0.0907]
}

E? In order: -9440.3772, -9441.6536, -9439.4025, -9438.8850, -9439.4568, -9435.4563, -9441.2110, -9436.5294 eV.
Energy relative to the best compared isomer or geometry (same formula, charge and spin)? In order: 61.47, 32.04, 83.95, 95.89, 82.70, 174.95, 42.25, 0.33 kcal/mol.